(1)
Entry from OMol25: the molecule C3H7NS (ωB97M-V with the def2-TZVPD basis set).

```
12
Properties=species:S:1:pos:R:3:mulliken_charge:R:1
C -0.075 2.748 -1.331 -0.33
N 0.108 1.459 -0.887 -0.31
S 0.297 0.630 0.567 -0.01
C 0.038 -0.937 -0.020 -0.39
C -0.268 -1.826 1.211 -0.94
H -0.172 3.056 -2.218 0.35
H 0.127 3.553 -0.606 0.16
H 1.337 -1.156 -0.037 0.22
H -0.703 -1.301 -0.764 0.35
H -1.347 -2.000 1.367 0.31
H 0.437 -1.520 2.095 0.31
H 0.221 -2.706 0.623 0.29
```

Its HOMO energy is -0.298 hartree. For the HOMO-LUMO gap, the calculation gives 8.983 eV. The calculated total energy is -571.2771 Eh. The value obtained for the energy above the lowest of the compared OMol25 structures with the same formula, charge and spin is 101.6 kcal/mol.

=====

(2)
Entry from OMol25: a structure of composition C58H43Cl4N6O2OsS (ωB97M-V with the def2-TZVPD basis set).

```
115
Properties=species:S:1:pos:R:3:mulliken_charge:R:1
Os 0.800 0.869 -0.080 0.39
Cl 6.109 -3.688 -6.504 -0.20
C 5.201 -2.810 -5.317 0.38
C 5.869 -2.029 -4.388 -0.97
C 5.136 -1.328 -3.440 0.07
C 3.749 -1.407 -3.420 -0.74
C 3.097 -2.198 -4.363 0.05
C 3.819 -2.903 -5.314 -1.02
C 2.937 -0.681 -2.399 1.12
C 2.927 -1.157 -1.110 0.57
C 3.626 -2.336 -0.672 -1.52
C 3.293 -2.544 0.617 -1.38
C 2.430 -1.465 1.008 0.79
C 2.000 -1.198 2.286 0.73
C 2.063 -2.283 3.306 -0.86
C 0.865 -2.851 3.730 0.09
C 0.866 -3.911 4.626 -1.02
C 2.075 -4.398 5.096 0.29
Cl 2.083 -5.734 6.200 -0.20
C 3.278 -3.835 4.700 -1.00
C 3.265 -2.777 3.802 0.01
C 1.561 0.065 2.680 1.13
N 1.308 1.140 1.854 0.21
C 1.003 2.210 2.695 0.39
C 0.423 3.407 2.320 1.03
C 0.167 4.439 3.366 -0.65
C 0.861 5.644 3.371 -0.03
C 0.598 6.607 4.334 -0.98
C -0.373 6.361 5.291 0.37
Cl -0.709 7.560 6.495 -0.20
C -1.086 5.172 5.298 -1.06
C -0.809 4.216 4.334 0.04
C -0.006 3.677 1.020 0.57
C -0.698 4.859 0.597 -1.49
C -0.967 4.709 -0.723 -1.44
C -0.415 3.446 -1.112 0.20
N 0.117 2.814 -0.027 0.16
C -0.212 3.039 -2.430 1.29
C 0.677 2.051 -2.821 0.73
C 1.075 1.816 -4.168 -1.32
C 2.024 0.845 -4.155 -1.57
C 2.174 0.414 -2.807 0.53
N 1.380 1.177 -1.983 0.48
C -0.941 3.807 -3.481 -0.73
C -0.281 4.737 -4.277 0.20
C -0.976 5.465 -5.232 -0.97
C -2.336 5.250 -5.384 0.37
Cl -3.211 6.155 -6.575 -0.20
C -3.011 4.330 -4.599 -1.04
C -2.308 3.611 -3.643 -0.02
C 1.212 1.806 4.051 -1.26
C 1.498 0.484 4.045 -1.58
N 2.177 -0.646 -0.065 -0.03
H 6.948 -1.969 -4.412 0.43
H 5.654 -0.712 -2.714 0.50
H 2.016 -2.273 -4.340 0.60
H 3.316 -3.524 -6.043 0.42
H 4.291 -2.922 -1.285 0.53
H 3.652 -3.330 1.263 0.69
H -0.074 -2.482 3.333 0.54
H -0.061 -4.361 4.954 0.43
H 4.210 -4.214 5.095 0.46
H 4.201 -2.319 3.503 0.59
H 1.620 5.832 2.621 0.50
H 1.140 7.543 4.350 0.43
H -1.848 5.005 6.047 0.42
H -1.372 3.289 4.323 0.55
H -0.932 5.700 1.230 0.53
H -1.454 5.402 -1.391 0.58
H 0.680 2.333 -5.026 0.60
H 2.555 0.432 -4.996 0.55
H 0.781 4.902 -4.142 0.52
H -0.473 6.194 -5.851 0.42
H -4.074 4.184 -4.735 0.44
H -2.827 2.893 -3.018 0.60
H 1.120 2.449 4.911 0.66
H 1.683 -0.157 4.892 0.59
C -7.342 -0.125 0.270 -1.59
C -5.843 -0.041 0.219 0.48
C -5.118 0.449 1.297 -1.07
C -3.733 0.545 1.272 0.37
C -3.028 1.099 2.486 -1.00
C -3.066 0.146 0.099 0.29
C -3.772 -0.333 -1.020 1.01
C -3.096 -0.769 -2.295 -1.02
C -5.151 -0.432 -0.924 -1.13
C -1.619 0.284 0.031 0.55
O -0.825 0.174 1.013 0.09
O -0.997 0.620 -1.047 -0.29
H -7.709 -0.095 1.296 0.38
H -7.706 -1.041 -0.195 0.39
H -7.792 0.713 -0.267 0.31
H -5.646 0.760 2.192 0.36
H -3.769 1.440 3.208 0.44
H -2.391 1.949 2.226 0.08
H -2.388 0.359 2.965 0.20
H -2.272 -1.460 -2.109 0.04
H -2.684 0.081 -2.840 0.04
H -3.822 -1.264 -2.939 0.47
H -5.703 -0.829 -1.769 0.41
S -0.459 -2.850 -0.524 -0.21
C -0.280 -4.486 -0.158 -0.11
N -1.169 -5.411 -0.561 -0.13
C -1.106 -6.826 -0.216 -0.66
C 0.347 -7.237 -0.057 -0.68
C 1.013 -6.313 0.946 -0.55
N 0.763 -4.928 0.570 0.21
H -1.939 -5.048 -1.095 0.23
H -1.593 -7.391 -1.008 0.40
H -1.655 -7.019 0.711 0.27
H 0.856 -7.164 -1.020 0.31
H 0.415 -8.269 0.282 0.37
H 2.090 -6.471 0.968 0.37
H 0.631 -6.510 1.953 0.28
H 1.403 -4.200 0.838 -0.20
```

Its HOMO energy is -0.364 hartree. For the HOMO-LUMO gap, the calculation gives 5.932 eV. The calculated total energy is -5044.6030 Eh. As for the net charge: +1.

=====

(3)
Entry from OMol25: a structure of composition C5H7NO (ωB97M-V with the def2-TZVPD basis set).

```
14
Properties=species:S:1:pos:R:3:mulliken_charge:R:1
O 0.891 -1.755 0.244 -0.61
C -0.080 -1.097 0.571 0.61
C -0.328 -0.497 1.863 -0.48
N -0.255 0.905 0.515 -0.49
C 0.801 1.027 -0.582 -0.40
C -0.042 0.168 -1.553 -0.56
C -0.875 -0.145 -0.323 -0.14
H -1.325 -0.158 2.116 0.26
H 0.204 -0.924 2.732 0.31
H 1.758 0.575 -0.321 0.25
H 0.954 2.072 -0.881 0.33
H 0.451 -0.716 -1.970 0.22
H -0.562 0.721 -2.339 0.28
H -1.964 -0.215 -0.301 0.40
```

Its HOMO energy is -0.338 hartree. For the HOMO-LUMO gap, the calculation gives 9.444 eV. The calculated total energy is -324.5703 Eh. The value obtained for the energy above the lowest of the compared OMol25 structures with the same formula, charge and spin is 96.7 kcal/mol.

=====

(4)
Entry from OMol25: a structure of composition C21H18BrN4O4ReS (ωB97M-V with the def2-TZVPD basis set).

```
50
Properties=species:S:1:pos:R:3:lowdin_spin:R:1
Re 11.629 10.460 10.982 0.94
O 13.661 11.398 16.178 0.00
C 12.701 10.393 16.208 0.00
C 12.493 9.599 17.336 0.00
C 11.499 8.635 17.330 0.00
C 10.752 8.414 16.217 0.00
C 11.133 9.078 15.053 0.00
C 12.115 10.053 14.997 0.00
C 12.680 10.689 13.684 0.03
O 12.355 9.723 12.562 0.26
N 12.283 11.990 13.294 0.00
N 12.494 12.133 11.954 0.00
C 12.898 13.166 11.323 0.01
C 12.912 13.197 9.849 0.01
Br 11.281 12.521 8.935 0.07
C 13.927 13.864 9.186 0.00
C 15.127 14.613 9.587 0.00
C 15.687 14.583 10.852 0.00
C 16.519 15.643 11.298 0.00
C 16.939 16.633 10.409 0.00
C 16.627 16.490 9.020 0.00
C 15.604 15.607 8.636 0.00
H 14.044 11.570 17.048 0.00
H 13.018 9.958 18.197 0.00
H 11.268 8.036 18.234 0.00
H 9.882 7.704 16.263 0.00
H 10.549 8.887 14.101 0.00
H 13.720 10.507 13.682 0.01
H 12.666 12.590 13.982 0.00
H 13.289 14.030 11.832 0.00
H 13.696 13.768 8.079 0.00
H 15.639 13.679 11.526 0.00
H 16.875 15.602 12.304 0.00
H 17.596 17.443 10.801 0.00
H 16.840 17.271 8.301 0.00
H 15.029 15.752 7.788 0.00
O 9.940 11.112 11.862 0.02
N 8.909 10.235 11.888 0.01
C 7.883 10.615 12.712 0.01
C 6.769 9.783 12.785 0.01
C 6.640 8.684 11.929 0.01
C 7.616 8.495 10.985 0.01
C 8.836 9.259 10.977 0.01
S 10.210 8.865 9.978 0.09
H 8.099 11.374 13.417 0.00
H 6.070 10.110 13.508 0.00
H 5.673 8.159 11.989 0.00
H 7.643 7.708 10.194 0.00
O 13.679 9.927 8.974 0.30
N 12.978 10.172 9.819 0.21
```

Its HOMO energy (spin up / spin down) is -0.506 / -0.505 hartree. For the HOMO-LUMO gap (spin up / spin down), the calculation gives 6.594 / 4.499 eV. As for the expectation value of S²: 2.018. The calculated total energy is -4380.7527 Eh. Its multiplicity is 3. As for the net charge: +2.

=====

(5)
Entry from OMol25: a structure of composition C14H31BN6SSi2Ti (ωB97M-V with the def2-TZVPD basis set).

```
56
Properties=species:S:1:pos:R:3:lowdin_spin:R:1
Ti -0.032 0.209 1.133 0.80
B -0.450 -2.100 3.047 0.00
N 1.040 -1.976 2.568 0.00
C 2.078 -2.759 2.847 0.01
C 3.237 -2.187 2.335 0.00
C 2.813 -1.022 1.730 0.01
N 1.484 -0.881 1.874 0.00
N -1.426 -2.155 1.801 0.00
C -2.377 -3.047 1.536 0.01
C -3.160 -2.584 0.482 0.00
C -2.607 -1.365 0.146 0.01
N -1.564 -1.094 0.949 0.00
H -0.577 -3.122 3.667 0.00
H -0.720 -1.103 3.676 0.00
H 1.924 -3.675 3.396 0.00
H 4.242 -2.568 2.398 0.00
H 3.380 -0.276 1.198 0.00
H -2.439 -3.955 2.114 0.00
H -3.998 -3.078 0.020 0.00
H -2.875 -0.685 -0.647 0.00
N -1.834 1.873 0.972 0.03
C -1.616 1.539 2.294 0.05
N -2.617 1.010 2.982 0.05
S -0.075 1.805 2.951 0.01
H -2.796 1.886 0.654 0.00
H -1.306 2.686 0.668 0.00
H -3.549 0.919 2.608 0.00
H -2.441 0.667 3.913 0.00
C 2.314 -0.727 -2.863 0.00
Si 0.743 -0.661 -1.891 0.00
C 0.631 -2.340 -1.060 0.00
C -0.709 -0.532 -3.038 0.00
C 0.815 0.789 -0.656 -0.01
Si 0.547 2.498 -1.395 0.00
C -1.171 2.712 -2.088 0.00
C 0.766 3.846 -0.099 0.00
C 1.761 2.885 -2.739 0.00
H 2.256 -1.551 -3.581 0.00
H 3.160 -0.925 -2.198 0.00
H 2.531 0.188 -3.414 0.00
H 1.090 -3.066 -1.740 0.00
H -0.400 -2.663 -0.894 0.00
H 1.172 -2.423 -0.116 0.00
H -0.907 -1.524 -3.456 0.00
H -0.518 0.146 -3.874 0.00
H -1.617 -0.189 -2.537 0.00
H 1.881 0.789 -0.345 0.01
H -1.962 2.293 -1.458 0.00
H -1.276 2.258 -3.073 0.00
H -1.365 3.784 -2.198 0.00
H -0.167 4.377 0.132 0.00
H 1.436 4.606 -0.510 0.00
H 1.203 3.509 0.842 0.00
H 1.679 2.213 -3.595 0.00
H 2.790 2.842 -2.368 0.00
H 1.580 3.902 -3.102 0.00
```

Its HOMO energy (spin up / spin down) is -0.405 / -0.442 hartree. For the HOMO-LUMO gap (spin up / spin down), the calculation gives 7.630 / 8.315 eV. As for the expectation value of S²: 0.756. The calculated total energy is -2732.0400 Eh. Its multiplicity is 2. As for the net charge: +1. The value obtained for the energy above the lowest of the compared OMol25 structures with the same formula, charge and spin is 0.0 kcal/mol.

=====

(6)
Entry from OMol25: a structure of composition C31H62AsGe2O4SSbTl (ωB97M-V with the def2-TZVPD basis set).

```
103
Properties=species:S:1:pos:R:3:mulliken_charge:R:1
Tl -0.742 -2.633 -0.487 0.94
C 3.507 -2.257 -1.177 -0.61
C 3.848 -2.293 0.310 -0.69
Ge 2.420 -2.856 1.534 0.06
C 2.039 -4.765 1.093 -0.44
C 3.301 -5.653 1.400 -1.27
C 2.691 -2.806 3.543 -0.34
C 1.911 -1.833 4.063 -0.10
Ge 1.019 -1.025 2.558 -0.47
C -0.924 -1.377 2.821 0.22
C -1.588 -0.831 4.109 -1.13
C 1.370 0.913 2.241 -0.31
C 0.419 1.910 2.889 -0.74
C 1.617 -1.539 5.486 0.12
C 1.311 -2.562 6.392 -0.45
C 0.883 -2.258 7.650 -0.42
C 0.777 -0.975 8.110 -0.45
C 1.057 0.073 7.221 -0.61
C 1.418 -0.205 5.877 -0.22
H 4.395 -1.921 -1.741 0.48
H 2.748 -1.474 -1.375 -0.18
H 3.112 -3.187 -1.580 0.21
H 4.361 -1.410 0.683 0.53
H 4.612 -3.030 0.310 0.46
H 1.694 -4.918 0.096 0.27
H 1.158 -5.106 1.671 0.47
H 4.072 -5.410 0.722 0.34
H 3.000 -6.713 1.359 0.38
H 3.583 -5.463 2.423 0.29
H 3.264 -3.565 4.126 0.39
H -1.159 -2.444 2.691 0.46
H -1.396 -0.863 1.932 -0.21
H -1.162 -1.369 4.989 0.25
H -2.664 -1.007 4.087 0.44
H -1.483 0.227 4.279 0.22
H 1.268 1.098 1.181 -0.06
H 2.461 1.141 2.490 0.55
H -0.585 1.929 2.394 -0.14
H 0.950 2.964 2.857 0.24
H 0.133 1.723 3.897 0.42
H 1.566 -3.615 6.063 0.26
H 0.665 -3.155 8.251 0.37
H 0.449 -0.805 9.226 0.25
H 0.906 1.101 7.530 0.40
H 1.688 0.546 5.158 0.62
O -1.273 1.470 -2.107 -0.57
S -1.525 0.593 -0.912 0.66
O -2.599 -0.336 -1.020 -0.68
O -2.085 1.686 0.141 -0.72
O -0.361 0.066 -0.234 -0.38
C -2.686 5.943 0.292 -1.32
C -2.583 4.485 0.738 0.28
C -3.891 3.931 1.285 -1.70
Sb -1.841 3.401 -0.936 1.14
C 0.049 4.084 -1.392 0.50
C 0.814 3.367 -2.534 -1.32
C 0.993 4.130 -0.115 -1.55
C -3.382 3.697 -2.395 0.30
C -2.857 4.169 -3.768 -1.19
C -4.134 2.363 -2.513 -1.41
H -3.383 6.543 0.872 0.47
H -3.053 6.093 -0.704 0.28
H -1.694 6.403 0.372 0.33
H -1.815 4.414 1.457 0.40
H -4.739 4.173 0.715 0.42
H -4.127 4.360 2.252 0.51
H -3.814 2.845 1.429 0.26
H -0.128 5.169 -1.688 0.52
H 0.954 2.360 -2.336 0.18
H 1.884 3.758 -2.594 0.38
H 0.210 3.499 -3.454 0.29
H 1.316 3.111 0.141 0.32
H 0.491 4.518 0.742 0.37
H 1.911 4.677 -0.268 0.51
H -3.957 4.385 -1.821 0.66
H -2.278 3.338 -4.198 0.19
H -2.060 4.919 -3.733 0.31
H -3.690 4.343 -4.414 0.48
H -3.567 1.528 -2.966 0.19
H -5.147 2.526 -2.993 0.49
H -4.475 1.970 -1.552 0.37
C 0.462 -4.927 -3.602 -1.10
C 1.045 -3.553 -4.045 -0.71
As 0.025 -2.058 -3.276 0.45
C -1.509 -1.789 -4.445 -0.48
C -1.396 -2.576 -5.737 -1.17
C 1.054 -0.430 -3.707 0.55
C 1.617 -0.389 -5.145 -1.39
H 1.062 -5.715 -3.957 0.46
H -0.607 -5.094 -3.864 0.24
H 0.424 -4.917 -2.526 0.04
H 0.984 -3.512 -5.223 0.45
H 2.079 -3.446 -3.786 0.53
H -1.575 -0.715 -4.605 0.33
H -2.404 -2.051 -3.882 0.48
H -0.740 -2.023 -6.315 0.27
H -2.368 -2.609 -6.309 0.36
H -1.081 -3.588 -5.594 0.24
H 1.856 -0.287 -3.045 0.41
H 0.338 0.429 -3.535 -0.68
H 2.342 -1.158 -5.426 0.32
H 2.122 0.616 -5.186 0.40
H 0.824 -0.492 -5.924 0.24
```

Its HOMO energy is -0.368 hartree. For the HOMO-LUMO gap, the calculation gives 7.669 eV. The calculated total energy is -8719.5311 Eh. As for the net charge: +1. The value obtained for the energy above the lowest of the compared OMol25 structures with the same formula, charge and spin is 69.0 kcal/mol.

=====

Copy entry 1 word for word.
Entry from OMol25: the molecule C3H7NS (ωB97M-V with the def2-TZVPD basis set).

```
12
Properties=species:S:1:pos:R:3:mulliken_charge:R:1
C -0.075 2.748 -1.331 -0.33
N 0.108 1.459 -0.887 -0.31
S 0.297 0.630 0.567 -0.01
C 0.038 -0.937 -0.020 -0.39
C -0.268 -1.826 1.211 -0.94
H -0.172 3.056 -2.218 0.35
H 0.127 3.553 -0.606 0.16
H 1.337 -1.156 -0.037 0.22
H -0.703 -1.301 -0.764 0.35
H -1.347 -2.000 1.367 0.31
H 0.437 -1.520 2.095 0.31
H 0.221 -2.706 0.623 0.29
```

Its HOMO energy is -0.298 hartree. For the HOMO-LUMO gap, the calculation gives 8.983 eV. The calculated total energy is -571.2771 Eh. The value obtained for the energy above the lowest of the compared OMol25 structures with the same formula, charge and spin is 101.6 kcal/mol.